(1)
DFT (ωB97M-V/def2-TZVPD) results for a cluster of 2 separate species, C2H4O3S in total.

Positions of all 10 atoms, in Å:
1 C 0.517 1.152 0.032
2 C 1.644 0.153 0.022
3 O 2.753 0.519 0.387
4 O -0.344 1.232 -0.823
5 O -1.993 -0.746 0.426
6 S 1.140 -1.483 -0.307
7 H 0.845 1.882 0.872
8 H -2.278 -1.631 0.672
9 H -2.373 -0.141 -0.227
10 H 0.089 -0.936 -1.055

Summary:
Spin multiplicity ... 1
Relative energy (zero: lowest compared OMol25 entry of this formula, charge and spin) ... 74.7 kJ/mol
LUMO energy ... -0.6 eV
Gap between HOMO and LUMO ... 9.398 eV
Structure (SMILES) ... O=CC(=O)S.O

(2)
DFT (ωB97M-V/def2-TZVPD) results for a structure of composition C57H46Cl2CrN3O6P2Sb.

Positions of all 118 atoms, in Å:
1 Cr 0.107 -13.479 16.348
2 N 1.148 -11.783 18.954
3 P 2.309 -13.058 18.503
4 C 2.867 -13.685 20.208
5 C 2.995 -12.927 21.313
6 C 3.451 -13.612 22.538
7 C 3.604 -14.951 22.663
8 C 3.270 -15.692 21.523
9 C 2.865 -15.016 20.346
10 C 1.068 -14.193 18.183
11 C 1.606 -15.352 17.262
12 C 0.876 -16.652 17.416
13 C 0.018 -16.834 18.447
14 C -0.341 -15.712 19.482
15 C 0.207 -14.548 19.196
16 P -0.265 -11.551 17.992
17 C -1.676 -11.360 19.148
18 C -1.342 -11.620 20.664
19 C -2.453 -11.632 21.431
20 C -3.651 -11.272 21.011
21 C -3.868 -10.753 19.770
22 C -2.846 -10.853 18.902
23 C -0.343 -9.916 17.201
24 C -0.648 -9.688 15.902
25 C -0.888 -8.324 15.658
26 C -0.740 -7.257 16.408
27 C -0.345 -7.638 17.802
28 C -0.261 -8.982 18.114
29 H 1.666 -11.054 19.365
30 H 2.768 -11.826 21.304
31 H 3.165 -12.801 23.295
32 H 3.739 -15.353 23.599
33 H 3.213 -16.804 21.791
34 H 2.518 -15.752 19.454
35 H 2.622 -15.898 17.675
36 H 0.990 -17.160 16.468
37 H -0.424 -17.838 18.767
38 H -0.902 -16.189 20.263
39 H -0.029 -13.698 19.831
40 H -0.297 -11.833 20.964
41 H -2.311 -11.610 22.673
42 H -4.856 -11.382 21.761
43 H -5.043 -10.690 19.460
44 H -2.826 -10.456 17.835
45 H -0.838 -10.600 15.271
46 H -1.266 -8.126 14.567
47 H -0.494 -6.293 15.964
48 H 0.155 -6.689 18.255
49 H 0.263 -9.341 19.283
50 N 1.477 -14.817 16.001
51 C 2.272 -14.837 14.898
52 C 2.176 -14.137 13.684
53 C 3.072 -14.026 12.668
54 C 4.228 -14.860 12.685
55 C 4.422 -15.560 13.906
56 C 3.420 -15.711 14.914
57 H 1.294 -13.650 13.514
58 H 2.670 -13.559 11.784
59 H 4.909 -15.004 11.879
60 H 5.488 -15.995 13.845
61 H 3.911 -16.006 15.850
62 C 9.721 -12.460 18.605
63 C 9.284 -11.299 17.961
64 C 8.031 -11.114 17.565
65 C 7.151 -12.127 17.562
66 C 7.546 -13.351 18.182
67 C 8.825 -13.485 18.743
68 Sb 5.049 -12.059 16.888
69 C 4.644 -10.296 18.307
70 C 5.168 -10.048 19.454
71 C 4.626 -8.897 20.232
72 C 3.413 -7.986 19.659
73 C 2.895 -8.534 18.532
74 C 3.466 -9.694 17.835
75 C 5.446 -10.387 15.441
76 C 5.391 -11.118 14.109
77 C 5.687 -10.470 12.964
78 C 5.832 -9.025 12.994
79 C 5.829 -8.397 14.207
80 C 5.593 -9.080 15.503
81 H 10.726 -12.420 19.037
82 H 9.966 -10.283 18.127
83 H 7.795 -10.098 16.966
84 H 6.711 -14.173 18.429
85 H 9.086 -14.468 19.215
86 H 6.007 -10.427 19.540
87 H 5.251 -8.364 20.972
88 H 3.034 -7.380 20.202
89 H 2.417 -7.675 17.810
90 H 2.804 -10.107 16.790
91 H 5.131 -12.190 14.071
92 H 6.030 -11.088 12.173
93 H 6.007 -8.506 11.841
94 H 5.869 -7.374 14.317
95 H 5.209 -8.526 16.251
96 Cl -5.037 -15.841 15.964
97 C -3.297 -15.920 17.081
98 Cl -3.865 -15.884 18.730
99 C -2.564 -14.567 16.599
100 O -3.169 -13.445 16.623
101 O -1.296 -14.863 16.360
102 H -3.508 -16.806 16.178
103 O 1.552 -11.805 15.677
104 C 0.747 -11.822 14.623
105 O -0.326 -12.459 14.711
106 C 1.059 -10.861 13.637
107 C 2.196 -9.876 13.696
108 C 2.438 -8.767 12.847
109 C 1.643 -8.726 11.858
110 C 0.517 -9.447 11.323
111 C 0.343 -10.471 12.405
112 N 1.915 -7.434 10.878
113 O 3.003 -6.979 10.729
114 O 0.807 -7.145 10.235
115 H 3.049 -9.889 14.552
116 H 3.112 -7.890 12.684
117 H 0.231 -9.024 10.312
118 H -0.329 -11.111 12.747

Summary:
Spin multiplicity ... 5
Charge ... -2
Relative energy (zero: lowest compared OMol25 entry of this formula, charge and spin) ... 2487.0 kJ/mol
LUMO energy (spin up / spin down) ... 3.8 / 3.8 eV
Gap between HOMO and LUMO (spin up / spin down) ... 3.910 / 6.386 eV